(1)
ORCA calculation (wB97M-V/def2-TZVPD) on a single C3H6O2S molecule.

```
12
Properties=species:S:1:pos:R:3:forces:R:3
C 1.834 -0.409 -1.079 0.85 -0.09 0.16
C -0.156 -0.044 0.170 1.08 -0.59 0.30
C -2.085 0.712 1.041 -0.67 0.67 0.51
H 1.567 -1.459 -0.947 0.51 -0.19 0.23
H 2.197 -0.310 -2.126 -0.60 0.29 0.63
H 2.662 -0.045 -0.414 -0.59 -0.73 -0.37
H 0.377 -0.296 1.138 -0.24 0.79 -0.66
H -0.740 -0.952 -0.039 0.13 -0.01 -0.59
H -1.935 -0.277 1.484 -0.53 0.06 0.14
O 0.688 0.362 -0.841 -0.39 0.48 -0.54
O -1.051 1.043 0.283 -0.13 -0.14 0.31
S -3.360 1.675 1.330 0.57 -0.53 -0.13
```
Forces are in eV/Å.

- orbital gap (eV) = 9.242
- DFT total energy (eV) = -18136.6627
- structure (SMILES) = COCOC=S
- maximum force (eV/Å) = 1.3

Atom charges from the Löwdin analysis, given in e for atoms 1 to 2:
1 C -0.09
2 C -0.28

---

(2)
ORCA calculation (wB97M-V/def2-TZVPD) on a molecular structure, C2H5LiO3.

```
11
Properties=species:S:1:pos:R:3:forces:R:3
H -1.267 1.434 5.430 -0.41 -0.61 -0.64
O -0.156 1.959 3.832 -1.35 0.02 -0.90
O 0.670 0.885 3.988 0.29 -0.29 0.20
C -1.214 2.005 4.497 1.48 1.21 1.41
H -1.811 2.907 4.343 -0.02 -0.38 -0.30
Li 1.335 0.279 2.326 -0.06 0.00 0.09
O 0.493 -0.176 0.624 0.39 0.12 0.31
C -0.749 -0.092 0.114 -1.22 0.62 0.49
H -0.760 -0.035 -0.987 -0.08 0.07 0.37
H -1.235 -1.062 0.392 0.11 0.04 -0.16
H -1.415 0.670 0.661 0.87 -0.80 -0.88
```
Forces are in eV/Å.

- ⟨S²⟩ = 0.754
- total charge = +1
- orbital gap (alpha / beta) (eV) = 9.755 / 8.392
- DFT total energy (eV) = -8490.6896
- 2S+1 = 2
- maximum force (eV/Å) = 2.4

Atom charges from the Löwdin analysis, given in e for atoms 1 to 2:
1 H 0.14
2 O -0.09

---

(3)
ORCA calculation (wB97M-V/def2-TZVPD) on 3 unconnected molecules or ions with the total composition C2H9O3.

```
14
Properties=species:S:1:pos:R:3:forces:R:3
C 0.341 -0.872 -0.377 1.50 -2.12 1.00
O -0.821 -0.476 0.233 0.63 -0.40 -0.32
C 1.527 -0.943 0.688 -0.19 1.09 -0.48
H 0.712 -0.133 -1.054 0.20 0.68 -1.20
H 0.430 -1.910 -0.976 -1.00 1.58 0.99
H 1.193 -1.459 1.595 -0.02 0.31 -0.06
H 1.709 0.152 0.837 0.02 -0.93 0.71
H 2.505 -1.373 0.391 -0.54 -0.02 -0.33
H -2.014 1.370 -1.340 -0.41 -0.81 -0.75
H -1.700 0.004 -1.327 3.06 -3.98 3.59
O -2.196 0.532 -1.837 -2.89 4.94 -2.82
H -0.787 2.126 1.612 -3.59 1.10 7.16
H -0.497 0.941 0.704 -0.17 1.41 -0.42
O -0.402 2.040 0.853 3.40 -2.85 -7.08
```
Forces are in eV/Å.

- total charge = -1
- orbital gap (eV) = 8.328
- DFT total energy (eV) = -8362.1025
- maximum force (eV/Å) = 8.4

Atom charges from the Löwdin analysis, given in e for atoms 1 to 2:
1 C -0.50
2 O -0.34

---

(4)
ORCA calculation (wB97M-V/def2-TZVPD) on a single ClH2NO2S molecule.

```
7
Properties=species:S:1:pos:R:3:forces:R:3
N 1.059 0.422 -0.549 -3.13 -2.39 -0.33
O -1.106 1.152 0.629 -0.74 0.85 0.69
O -0.266 -1.146 1.089 -0.20 -1.61 1.10
S -0.587 -0.091 0.229 2.08 1.38 -2.99
Cl -1.969 -0.777 -1.205 1.29 0.26 0.61
H 1.585 -0.461 -0.480 -0.13 0.30 -0.22
H 1.283 0.901 0.286 0.82 1.21 1.13
```
Forces are in eV/Å.

- orbital gap (eV) = 10.679
- DFT total energy (eV) = -28973.8095
- structure (SMILES) = NS(=O)(=O)Cl
- maximum force (eV/Å) = 4.0

Atom charges from the Löwdin analysis, given in e for atoms 1 to 2:
1 N -0.04
2 O -0.34

---

(5)
ORCA calculation (wB97M-V/def2-TZVPD) on a molecular structure, C11H28InN2O2S.

```
45
Properties=species:S:1:pos:R:3:forces:R:3
C 3.466 -1.123 -1.119 -0.04 -0.47 -0.41
C 2.543 -1.097 -2.339 1.47 -0.21 0.03
C 3.222 -0.874 -3.673 0.18 0.18 0.12
N 1.335 -1.269 -2.170 -2.08 0.66 0.45
In 0.157 0.244 -3.135 0.25 0.07 -0.62
C 0.943 2.227 -2.431 -0.80 -0.83 0.08
C -2.032 0.237 -2.578 0.53 -0.25 0.43
S -2.757 -1.288 -2.147 0.13 0.98 -0.45
O -1.832 -2.364 -2.105 1.13 -0.90 0.46
O -3.905 -1.505 -2.973 -1.41 0.01 -0.38
H 3.264 -2.053 -0.602 0.13 -0.24 0.23
H 3.150 -0.323 -0.471 0.08 0.40 0.29
H 4.520 -1.045 -1.368 0.27 0.06 0.10
H 2.586 -1.228 -4.466 -0.25 -0.12 -0.33
H 3.404 0.183 -3.839 0.13 0.37 -0.05
H 4.178 -1.382 -3.708 0.31 -0.16 -0.06
H 0.395 0.164 -4.910 -0.23 -0.04 0.15
H 0.666 2.984 -3.151 0.19 0.25 -0.37
H 0.413 2.475 -1.518 0.05 0.07 0.42
H 2.007 2.204 -2.243 0.32 0.12 -0.02
H -2.583 0.655 -3.401 -0.36 -0.07 -0.44
H -2.163 0.925 -1.752 0.06 0.07 0.46
H -3.169 -1.095 -0.861 -0.05 0.07 -0.03
C -0.171 -1.616 1.013 -0.16 0.13 0.06
C 0.161 -0.671 2.157 -0.05 -0.27 -0.06
N -0.463 0.633 2.019 0.06 0.17 0.15
C 0.071 1.631 2.923 0.16 0.12 0.01
C -0.132 1.428 4.431 -0.01 0.13 0.06
C -1.903 0.627 1.861 -0.21 -0.10 -0.23
C -2.750 -0.039 2.954 -0.10 0.08 0.01
H 0.069 -1.165 0.050 0.06 -0.10 -0.08
H 0.415 -2.532 1.104 0.02 0.00 -0.03
H -1.225 -1.906 1.012 0.02 -0.02 0.00
H 1.245 -0.525 2.168 -0.01 0.14 0.05
H -0.096 -1.158 3.114 0.04 0.01 0.02
H -0.331 2.609 2.641 -0.09 -0.04 -0.03
H 1.147 1.700 2.733 0.00 -0.10 -0.03
H -1.159 1.629 4.736 -0.03 -0.08 0.00
H 0.506 2.122 4.984 0.01 0.00 -0.02
H 0.133 0.419 4.749 -0.01 -0.02 -0.03
H -2.134 0.136 0.912 0.08 -0.06 0.03
H -2.242 1.658 1.723 0.11 0.06 0.08
H -2.347 -1.007 3.253 0.04 0.00 -0.02
H -3.762 -0.210 2.580 0.01 0.00 -0.02
H -2.840 0.586 3.842 0.06 -0.05 0.05
```
Forces are in eV/Å.

- total charge = -1
- orbital gap (eV) = 6.526
- DFT total energy (eV) = -34943.5273
- maximum force (eV/Å) = 2.2

Atom charges from the Löwdin analysis, given in e for atoms 1 to 2:
1 C -0.07
2 C -0.62

---

(6)
ORCA calculation (wB97M-V/def2-TZVPD) on a molecular structure, CH4OS2.

```
8
Properties=species:S:1:pos:R:3:forces:R:3
C 0.408 0.075 0.820 0.76 -5.14 -1.56
O -1.517 -0.086 -1.088 0.67 1.30 -0.56
S 1.848 0.285 -0.436 -1.40 -0.01 0.81
S -1.223 0.690 0.341 0.57 -0.68 0.33
H 0.386 -1.259 1.071 -0.23 3.94 -1.02
H 0.840 0.375 1.730 -0.28 1.16 1.25
H -1.805 -0.994 -1.125 -0.17 -0.63 0.94
H 1.064 0.915 -1.315 0.09 0.06 -0.20
```
Forces are in eV/Å.

- orbital gap (eV) = 9.458
- DFT total energy (eV) = -24817.7905
- maximum force (eV/Å) = 5.4

Atom charges from the Löwdin analysis, given in e for atoms 1 to 2:
1 C -0.84
2 O -0.49

---

(7)
ORCA calculation (wB97M-V/def2-TZVPD) on 4 unconnected molecules or ions with the total composition C6H21NO3.

```
31
Properties=species:S:1:pos:R:3:forces:R:3
C 0.759 -0.297 0.643 -1.04 1.22 2.87
N -0.478 0.598 0.476 0.03 -2.62 1.47
C -0.696 0.986 -0.881 1.83 4.18 -2.07
C -1.384 0.099 -1.905 -1.70 2.67 -1.19
C 0.873 -1.773 0.222 2.45 -0.14 2.48
C 1.386 -1.120 -2.263 0.89 -1.10 -0.49
C 0.898 -2.199 -1.222 -0.77 -1.76 -1.96
H 1.499 0.340 0.275 1.47 0.51 -1.56
H 1.083 -0.115 1.762 -1.07 -1.19 -1.61
H -1.294 0.097 0.950 1.24 1.10 -1.41
H -1.055 2.100 -0.957 -0.96 -2.25 0.47
H 0.320 1.464 -1.277 -1.16 -2.00 0.68
H -1.024 0.280 -2.961 -0.51 0.31 1.13
H -2.494 0.360 -1.843 1.32 -0.57 -0.39
H -1.292 -0.927 -1.816 0.33 -2.05 0.81
H 0.223 -2.401 0.827 -0.61 0.07 -0.20
H 1.894 -2.110 0.743 -1.70 0.93 -1.23
H 2.460 -1.279 -2.370 0.02 -0.40 -0.63
H 0.912 -0.990 -3.251 0.06 -1.40 0.22
H 1.428 -0.085 -2.077 -0.56 1.21 1.75
H -0.112 -2.705 -1.506 1.45 1.34 0.30
H 1.590 -3.135 -1.315 -0.98 1.79 0.14
H 0.324 2.193 2.535 0.02 -0.67 -0.79
H 1.428 1.850 3.593 2.53 -2.60 0.47
O 0.765 2.407 3.342 -2.56 3.22 0.35
H -1.178 3.854 1.025 -2.32 -0.44 1.56
H -0.075 2.772 0.497 -1.00 -0.04 0.76
O -0.408 3.674 0.571 3.33 0.69 -2.07
H -1.827 -2.061 2.714 0.50 -0.20 -0.27
H -2.104 -0.522 2.523 -0.23 -1.25 0.68
O -2.421 -1.356 2.947 -0.30 1.43 -0.25
```
Forces are in eV/Å.

- orbital gap (eV) = 10.205
- DFT total energy (eV) = -14192.0370
- structure (SMILES) = CCCCNCC.O.O.O
- maximum force (eV/Å) = 5.0

Atom charges from the Löwdin analysis, given in e for atoms 1 to 2:
1 C -0.21
2 N -0.09

---

(8)
ORCA calculation (wB97M-V/def2-TZVPD) on a molecular structure, Cl2H8NaO4.

```
15
Properties=species:S:1:pos:R:3:forces:R:3
Na 0.688 -0.347 -0.602 0.84 -0.51 -0.22
Cl 3.377 0.241 -0.164 -0.66 0.33 0.20
Cl 1.219 -2.535 -2.494 -0.69 0.41 0.35
O 1.386 2.704 1.264 -0.61 0.65 0.35
H 1.826 2.503 2.091 0.24 -0.14 0.01
H 1.771 2.094 0.634 0.68 -0.54 -0.34
O -1.995 -0.456 -2.322 -0.47 0.41 0.27
H -1.316 0.054 -2.763 0.23 -0.05 -0.28
H -1.579 -1.296 -2.131 0.41 -0.51 -0.16
O -1.023 0.889 0.444 -0.02 0.19 -0.03
H -1.856 1.279 0.181 -0.13 0.08 -0.29
H -1.223 0.417 1.252 0.04 -0.05 0.03
O -0.232 -1.625 1.281 -0.05 0.09 0.03
H -0.446 -2.555 1.203 0.11 -0.34 -0.25
H -0.596 -1.366 2.127 0.10 -0.04 0.31
```
Forces are in eV/Å.

- total charge = -1
- orbital gap (eV) = 6.494
- DFT total energy (eV) = -37786.2527
- maximum force (eV/Å) = 1.0

Atom charges from the Löwdin analysis, given in e for atoms 1 to 2:
1 Na 0.14
2 Cl -0.46